Here is C22H25N3O2PtSb as an isolated structure at a distorted geometry from OMol25. Energies are from ωB97M-V with the def2-TZVPD basis set.

Calculated values
**ΔE to the lowest compared entry with this formula, charge and spin**: 11.1 kcal/mol
**Total charge**: +1
**Gap between HOMO and LUMO**: 0.210 hartree
**LUMO level**: -4.65 eV

The geometry in XYZ format:
```
54
Properties=species:S:1:pos:R:3:forces:R:3:lowdin_charge:R:1
Pt 0.4802 -0.0423 0.0215 -1.4 -1.3 1.0 0.933
O 1.1037 -6.2722 2.5647 0.1 -0.2 0.2 -0.001
C 1.0649 -5.2811 3.2982 -0.2 0.5 -0.3 -0.677
O 1.2246 -5.0499 4.4991 0.1 -0.2 0.1 0.000
C 0.7003 -3.9679 2.4910 0.0 -0.4 0.2 -0.039
C 0.4876 -4.0347 1.1198 0.0 0.1 -0.1 0.086
C 0.1913 -2.8712 0.4391 0.0 -0.1 0.1 -0.192
N 0.0596 -1.7172 1.1073 -0.2 0.4 -0.2 -0.025
C 0.3210 -1.6175 2.4185 0.0 -0.1 0.1 -0.189
C 0.6219 -2.7477 3.1513 0.0 0.1 -0.1 0.086
C 0.3419 -0.2282 2.8981 -0.2 0.1 0.0 -0.184
C 0.5327 0.1321 4.2196 -0.1 0.1 0.1 0.032
C 0.5670 1.4747 4.5551 0.0 0.0 0.0 -0.006
C 0.3667 2.4336 3.5694 -0.1 -0.1 0.1 -0.022
C 0.1892 2.0144 2.2691 -0.1 0.0 0.0 -0.114
N 0.1986 0.7166 1.9357 1.2 0.4 -0.3 -0.088
C 0.0883 -2.7078 -1.0178 -0.2 0.0 -0.1 -0.188
C 0.1250 -3.7571 -1.9181 -0.1 -0.1 -0.1 0.032
C 0.0492 -3.4872 -3.2737 0.0 0.0 0.0 -0.006
C -0.1016 -2.1746 -3.7043 -0.1 -0.1 0.0 -0.022
C -0.1210 -1.1701 -2.7614 -0.1 0.0 0.0 -0.108
N -0.0084 -1.4260 -1.4510 1.2 0.4 -0.3 -0.088
H 0.5987 -4.9991 0.6379 0.0 0.0 0.1 0.129
H 0.8352 -2.7324 4.2136 0.0 -0.1 0.0 0.129
H 0.6602 -0.6299 4.9754 0.0 0.0 0.0 0.131
H 0.7522 1.7703 5.5796 -0.1 0.0 0.0 0.128
H 0.3565 3.4887 3.8015 0.0 0.0 0.0 0.122
H 0.0337 2.7170 1.4619 0.1 0.0 0.0 0.118
H 0.2179 -4.7731 -1.5610 0.0 0.0 0.0 0.131
H 0.1103 -4.2963 -3.9897 -0.1 0.0 0.0 0.128
H -0.1950 -1.9310 -4.7525 0.0 0.0 0.0 0.122
H -0.2281 -0.1311 -3.0414 0.1 0.0 0.0 0.121
C 3.6249 3.2474 0.5947 0.1 -0.1 0.0 -0.176
C 4.0885 1.7921 0.6549 -0.2 0.1 -0.1 -0.412
Sb 2.9096 0.5140 -0.5782 0.1 0.4 -0.4 1.346
C 3.4261 1.0402 -2.5848 0.2 0.0 0.2 -0.414
C 4.9191 1.2567 -2.8319 -0.1 0.0 -0.1 -0.164
C 3.7787 -1.4105 -0.2243 0.0 0.1 0.0 -0.409
C 5.3034 -1.4274 -0.1305 -0.1 0.0 0.0 -0.159
H 4.2690 3.8760 1.2101 0.0 0.0 0.0 0.080
H 2.6034 3.3546 0.9641 0.0 0.0 0.0 0.047
H 3.6564 3.6390 -0.4236 0.0 0.0 0.0 0.069
H 4.0246 1.3921 1.6676 0.0 0.0 0.0 0.059
H 5.1175 1.6825 0.3121 0.0 0.0 0.0 0.053
H 2.8537 1.9424 -2.8024 0.0 0.0 0.0 0.049
H 3.0279 0.2369 -3.2072 0.0 0.0 0.0 0.046
H 5.3422 1.9961 -2.1502 0.0 0.0 0.0 0.065
H 5.0754 1.6224 -3.8477 0.0 0.0 0.0 0.079
H 5.4846 0.3316 -2.7266 0.0 0.0 0.0 0.058
H 3.4205 -2.0616 -1.0248 0.0 0.0 0.0 0.053
H 3.3296 -1.7636 0.7069 0.0 0.0 0.0 0.045
H 5.7739 -1.1278 -1.0663 0.0 0.0 0.0 0.057
H 5.6408 -2.4388 0.0989 0.0 0.0 0.0 0.083
H 5.6688 -0.7729 0.6613 0.0 0.0 0.0 0.068
```
Forces are in eV/Å.

Here is a 3-piece molecular cluster, C22H25N3O3 overall at a distorted geometry from OMol25. Energies are from ωB97M-V with the def2-TZVPD basis set.

Calculated values
**ΔE to the lowest compared entry with this formula, charge and spin**: 138.4 kcal/mol
**Gap between HOMO and LUMO**: 0.254 hartree
**LUMO level**: -1.11 eV
**Structure (SMILES)**: CCOCCc1ccc2c(c1N)C(=O)C=CC2=O.c1cc[nH]c1.c1cc[nH]c1

The geometry in XYZ format:
```
53
Properties=species:S:1:pos:R:3:forces:R:3:lowdin_charge:R:1
C 3.1472 -1.6903 0.1500 -1.0 0.8 -0.1 -0.080
C 1.7450 -1.7443 0.9146 1.5 0.5 0.8 -0.250
O 1.1316 -3.0371 0.8981 -0.2 0.9 -1.1 -0.201
C 0.6648 -3.4045 -0.3959 -0.9 -1.3 -0.8 -0.204
C -0.9139 -3.2688 -0.5533 0.6 1.5 0.4 -0.102
C -1.2200 -1.7312 -0.6740 -0.5 0.8 -0.6 -0.141
C -1.0679 -1.1458 -2.0038 -0.6 1.3 2.0 -0.017
C -1.2820 0.2797 -2.2287 -0.3 -0.8 1.9 -0.007
C -1.6591 1.0903 -1.0903 0.2 -0.9 0.5 -0.074
C -1.8493 0.5131 0.2590 0.6 -0.5 -1.1 -0.014
C -1.6390 -0.9184 0.4950 0.0 1.0 -1.9 -0.176
N -1.7992 -1.5132 1.7904 -1.0 0.2 -1.5 0.116
C -2.2512 1.4919 1.4055 0.8 0.4 -1.0 -0.303
O -3.0309 1.2098 2.2842 0.5 -0.1 -0.2 0.094
C -1.5891 2.9073 1.2956 0.0 -0.3 -1.3 0.021
C -1.4295 3.4395 0.0554 0.0 -0.8 0.4 0.013
C -1.8684 2.6337 -1.2123 0.4 -0.7 1.2 -0.302
O -2.3598 3.1595 -2.1835 0.4 -0.1 0.3 0.085
H 2.9862 -1.0800 -0.7843 0.5 -0.9 0.7 0.072
H 3.8648 -1.0983 0.7824 -0.5 -0.8 -0.6 0.072
H 3.5354 -2.7113 -0.0844 -0.2 0.9 0.2 0.079
H 1.9882 -1.5292 1.9941 -0.6 -0.3 -1.0 0.122
H 1.0866 -0.9175 0.5445 0.3 -0.9 0.2 0.109
H 0.9152 -4.4892 -0.5486 -0.1 0.9 0.2 0.131
H 1.1374 -2.8351 -1.2402 -0.2 -0.3 0.9 0.125
H -1.4166 -3.7075 0.3428 0.5 0.2 -0.8 0.106
H -1.2770 -3.7791 -1.4817 0.4 0.3 0.8 0.120
H -0.7846 -1.8046 -2.8515 -0.2 0.5 0.7 0.114
H -1.1448 0.7272 -3.2364 -0.2 -0.3 1.0 0.115
H -2.5397 -1.0174 2.2999 0.6 0.1 -0.1 0.082
H -2.1875 -2.4460 1.6191 0.5 0.2 0.4 0.082
H -1.2407 3.4839 2.1831 -0.7 -0.8 -0.6 0.124
H -0.9444 4.4358 -0.0500 -0.7 -0.8 -0.2 0.122
C -3.6164 8.3503 -2.5846 -0.2 0.0 0.1 -0.121
C -2.3031 8.1406 -3.0764 0.1 0.0 0.0 -0.120
C -2.0191 6.8067 -2.9250 0.0 -0.1 0.1 -0.147
N -3.1077 6.2049 -2.3571 -0.1 0.1 0.0 0.008
C -4.0875 7.1368 -2.1511 0.0 0.0 0.0 -0.143
H -4.1557 9.2841 -2.5531 0.0 -0.1 0.0 0.087
H -1.6412 8.8828 -3.4947 0.0 0.0 0.0 0.087
H -1.1381 6.2358 -3.1709 0.0 0.0 0.0 0.104
H -3.1763 5.2254 -2.1272 0.1 0.0 -0.2 0.105
H -5.0324 6.8573 -1.7137 0.0 0.0 0.0 0.104
C 4.8253 -6.3467 3.0497 0.1 0.0 0.0 -0.117
C 3.5559 -6.1067 2.4609 0.0 0.1 0.0 -0.108
C 3.4359 -4.7520 2.2841 -0.1 0.1 0.0 -0.131
N 4.5827 -4.1649 2.7480 0.0 -0.2 0.0 0.006
C 5.4365 -5.1306 3.2115 0.1 0.0 0.1 -0.147
H 5.2430 -7.3032 3.3225 0.0 0.1 0.0 0.088
H 2.8147 -6.8446 2.1962 0.0 0.0 0.0 0.089
H 2.6363 -4.1558 1.8710 0.0 -0.1 0.1 0.083
H 4.7694 -3.1775 2.7478 0.0 -0.1 0.0 0.138
H 6.4010 -4.8686 3.6160 0.0 0.0 0.0 0.103
```
Forces are in eV/Å.

Here is one molecule with the formula C22H25N3O4S from OMol25. Energies are from ωB97M-V with the def2-TZVPD basis set.

Calculated values
**ΔE to the lowest compared entry with this formula, charge and spin**: 73.7 kcal/mol
**Gap between HOMO and LUMO**: 0.272 hartree
**LUMO level**: -0.12 eV
**Structure (SMILES)**: CCOc1ccc(S(=O)(=O)N2CCN(c3ccc(OC)cc3)CC2)c2cccnc12

The geometry in XYZ format:
```
55
Properties=species:S:1:pos:R:3:forces:R:3:lowdin_charge:R:1
C -6.8124 -1.7723 -1.7743 0.0 0.4 0.2 -0.066
C -7.2154 -0.6769 -0.7955 -0.5 -0.6 0.0 -0.239
O -6.4018 0.4813 -0.9220 0.3 0.2 0.0 -0.020
C -5.1622 0.5841 -0.4190 0.3 0.5 -0.1 -0.184
C -4.5149 1.7701 -0.7390 -0.2 -0.3 0.0 0.024
C -3.2392 2.0532 -0.2714 0.0 -0.1 0.1 -0.047
C -2.5746 1.1696 0.5390 0.6 0.4 0.1 -0.223
S -0.9214 1.6934 0.9860 -0.2 -0.1 -0.6 0.699
O -0.3925 0.9255 2.0841 -0.2 -0.1 -0.2 -0.297
O -0.9229 3.1195 1.1246 0.0 0.1 -0.2 -0.280
N -0.1411 1.3412 -0.4651 -0.5 0.4 0.7 -0.230
C 0.9339 2.2381 -0.8315 0.4 0.5 0.2 -0.173
C 2.2338 1.8976 -0.0975 -0.1 0.1 -0.3 -0.155
N 2.5769 0.5207 -0.3844 -0.3 0.2 -0.2 -0.106
C 3.9061 0.1068 -0.2459 0.4 0.0 0.1 -0.238
C 4.3054 -1.1064 -0.8175 0.1 0.0 0.1 -0.019
C 5.6143 -1.5246 -0.7590 0.2 0.0 0.1 -0.004
C 6.5870 -0.7409 -0.1370 -0.1 0.1 0.0 -0.285
O 7.8588 -1.2453 -0.1428 -0.3 -0.1 -0.1 -0.092
C 8.8746 -0.4923 0.4693 0.1 0.1 0.1 -0.099
C 6.2055 0.4673 0.4270 0.5 -0.2 0.0 -0.024
C 4.8827 0.8781 0.3769 -0.4 -0.1 -0.1 -0.020
C 1.5365 -0.3796 0.0799 -0.2 -0.1 0.0 -0.140
C 0.2235 -0.0486 -0.6336 0.1 -0.6 0.2 -0.163
C -3.1738 -0.0489 0.9019 -0.3 -0.2 0.0 -0.118
C -2.5570 -1.0012 1.7455 -0.1 -0.5 0.2 -0.008
C -3.2046 -2.1680 2.0461 0.2 0.3 -0.1 -0.033
C -4.4741 -2.3872 1.4905 -0.1 0.0 -0.1 -0.122
N -5.0781 -1.5294 0.7185 -0.2 -0.3 0.1 0.094
C -4.4830 -0.3613 0.4110 0.5 0.2 0.1 -0.125
H -7.5412 -2.5765 -1.7372 -0.1 -0.1 0.0 0.076
H -6.7736 -1.3746 -2.7855 0.0 0.0 -0.1 0.077
H -5.8370 -2.1701 -1.5093 0.0 -0.1 0.0 0.060
H -8.2187 -0.3111 -1.0334 0.1 0.0 0.0 0.122
H -7.1928 -1.0540 0.2288 -0.1 0.2 -0.2 0.106
H -5.0400 2.4751 -1.3634 -0.1 0.1 -0.1 0.124
H -2.7530 2.9815 -0.5226 0.0 0.2 -0.1 0.117
H 0.6080 3.2466 -0.5788 0.2 0.0 -0.2 0.113
H 1.0833 2.1558 -1.9125 0.0 0.0 0.1 0.133
H 3.0272 2.5500 -0.4648 0.0 0.0 0.1 0.126
H 2.0825 2.0717 0.9807 0.1 0.1 0.0 0.133
H 3.5801 -1.7208 -1.3289 -0.1 0.0 -0.1 0.109
H 5.9165 -2.4604 -1.2021 0.0 -0.1 -0.1 0.117
H 8.6813 -0.3460 1.5374 0.0 0.0 0.0 0.094
H 8.9999 0.4833 -0.0127 0.0 0.0 0.0 0.094
H 9.7879 -1.0727 0.3465 0.0 0.1 0.0 0.091
H 6.9232 1.1034 0.9214 0.1 0.0 0.0 0.102
H 4.6229 1.8131 0.8476 -0.1 0.1 0.0 0.103
H 1.8195 -1.4115 -0.1250 0.0 0.0 0.0 0.117
H 1.3801 -0.2636 1.1636 0.1 -0.1 -0.1 0.120
H -0.5895 -0.6591 -0.2377 0.0 -0.2 -0.1 0.111
H 0.3235 -0.2371 -1.7075 0.0 0.0 0.1 0.134
H -1.5842 -0.7766 2.1529 0.0 -0.1 0.0 0.095
H -2.7573 -2.9081 2.6906 0.1 -0.1 0.1 0.106
H -5.0185 -3.3022 1.6866 0.0 -0.1 0.1 0.111
```
Forces are in eV/Å.

Here is C22H25N4O2SSc as an isolated structure at a distorted geometry from OMol25. Energies are from ωB97M-V with the def2-TZVPD basis set.

Calculated values
**ΔE to the lowest compared entry with this formula, charge and spin**: 0.0 kcal/mol
**Total charge**: +2
**Gap between HOMO and LUMO**: 0.229 hartree
**LUMO level**: -7.40 eV

The geometry in XYZ format:
```
55
Properties=species:S:1:pos:R:3:forces:R:3:lowdin_charge:R:1
Sc 0.0489 -0.3053 0.4850 -0.8 -1.6 0.0 1.004
C -0.7517 -0.8460 3.5937 0.0 0.3 -0.2 0.024
O -0.4693 0.0601 2.4788 -0.1 0.2 0.5 -0.259
C -0.8634 1.4209 2.6302 0.0 -0.3 0.2 -0.204
C -1.6178 1.8491 3.6946 0.0 0.1 0.2 0.008
C -1.9306 3.2009 3.7815 0.0 0.0 0.1 -0.026
C -1.4925 4.0878 2.8128 0.0 0.0 -0.1 -0.033
C -0.7542 3.6291 1.7303 -0.2 0.3 0.0 0.014
C -0.4548 2.2866 1.6237 0.5 -0.1 -0.5 -0.178
N 0.2697 1.6992 0.5206 -0.2 0.8 0.3 -0.066
N 0.6502 2.4810 -0.4186 0.2 -0.1 -0.1 0.149
C 1.3219 2.0297 -1.4958 0.0 0.7 -0.1 -0.125
C 1.6681 0.6743 -1.7657 -0.2 -0.3 0.6 -0.265
O 1.1802 -0.2962 -0.9951 0.7 0.6 -0.7 -0.146
C 2.5243 0.3458 -2.8085 0.1 0.1 -0.3 0.019
C 2.9943 1.3430 -3.6247 0.1 -0.1 -0.1 0.051
C 2.6389 2.7048 -3.4691 0.1 -0.2 -0.2 -0.162
C 3.1328 3.6721 -4.3714 0.0 0.0 0.0 -0.005
C 2.7878 4.9843 -4.2210 -0.1 0.1 0.1 -0.039
C 1.9394 5.3555 -3.1606 0.1 0.1 -0.1 -0.030
C 1.4489 4.4296 -2.2711 0.0 -0.1 0.1 -0.014
C 1.7913 3.0761 -2.4089 -0.1 -0.1 0.2 -0.088
H -0.2635 -0.4603 4.4816 0.0 0.0 0.1 0.120
H -0.3347 -1.8101 3.3270 0.1 -0.1 -0.1 0.105
H -1.8267 -0.9186 3.7149 -0.1 -0.1 0.1 0.114
H -1.9444 1.1719 4.4703 0.0 0.0 0.0 0.123
H -2.5124 3.5490 4.6244 0.0 0.0 0.0 0.127
H -1.7299 5.1399 2.8976 0.0 0.0 0.0 0.124
H -0.4135 4.3051 0.9586 0.0 0.0 0.0 0.116
H 2.7925 -0.6909 -2.9625 0.0 0.0 0.0 0.134
H 3.6670 1.0803 -4.4349 0.0 0.0 0.0 0.138
H 3.7870 3.3588 -5.1766 0.0 0.0 0.0 0.127
H 3.1648 5.7336 -4.9036 0.0 0.0 0.0 0.121
H 1.6666 6.3974 -3.0406 0.0 -0.1 0.0 0.121
H 0.8061 4.7477 -1.4633 0.0 0.0 0.0 0.105
C -1.8236 -3.1072 -4.5576 0.1 0.0 0.0 -0.062
C -2.9419 -2.3440 -3.8735 -0.1 0.1 0.3 -0.189
N -2.5874 -1.8741 -2.5086 0.1 0.1 0.1 0.048
C -2.2874 -0.6725 -2.0468 0.1 0.2 -0.2 -0.697
S -2.2902 -0.4323 -0.2885 -0.1 -0.3 -0.2 0.708
N -2.0307 0.4030 -2.7796 0.0 -0.1 0.0 0.040
C -1.8598 0.5880 -4.2405 0.1 0.0 0.3 -0.199
C -3.0835 1.2006 -4.8982 0.0 0.0 0.0 -0.058
H -2.1751 -3.4965 -5.5135 0.0 0.0 0.0 0.094
H -1.4973 -3.9560 -3.9549 0.0 0.0 0.0 0.085
H -0.9543 -2.4754 -4.7466 0.0 0.0 0.0 0.070
H -3.8165 -2.9757 -3.7342 0.0 -0.1 0.0 0.133
H -3.2819 -1.4946 -4.4513 0.0 0.1 -0.1 0.094
H -2.6948 -2.5591 -1.7751 0.0 0.0 0.0 0.131
H -1.9268 1.2369 -2.2213 0.0 0.1 -0.1 0.123
H -1.5630 -0.3579 -4.6786 -0.1 -0.1 0.0 0.095
H -0.9981 1.2464 -4.3443 0.0 0.1 0.0 0.122
H -3.9743 0.5920 -4.7424 0.0 0.0 0.0 0.078
H -2.9197 1.3024 -5.9715 0.0 0.0 0.0 0.093
H -3.2860 2.1943 -4.4967 0.0 0.0 0.0 0.087
```
Forces are in eV/Å.

- What is the gap between HOMO and LUMO in the third record?
  0.272 hartree

- Among the records above, which one has the highest ΔE to the lowest compared entry with this formula, charge and spin?
  C22H25N3O3

- Which of these has the highest ΔE to the lowest compared entry with this formula, charge and spin?
  C22H25N3O3